63
Properties=species:S:1:pos:R:3:forces:R:3 method="wB97M-V/def2-TZVPD" e_tot_ev=-78254.47109 multiplicity=3 homo_lumo_gap_ev="7.366 / 7.157" s_squared=2.006 relative_energy_ev=0.000
C 0.834925 -3.375275 1.606567 0.0 0.1 0.0
O 1.301754 0.581611 0.228811 0.1 0.0 0.1
H -2.156662 -4.024370 -0.240662 0.0 0.0 0.0
H 1.457850 -4.851979 3.039265 0.0 0.0 0.0
C 0.927217 1.443636 -4.005904 -0.1 0.1 0.0
N 0.712610 1.111345 -2.570756 0.0 0.0 -0.1
Cl 5.360350 -5.522540 -0.187893 0.0 0.0 0.0
C -0.727889 2.970926 3.231271 0.0 0.0 0.0
C -2.762141 -3.135814 -0.107642 -0.1 0.1 0.0
H 3.411114 2.976087 -2.570443 0.0 0.0 0.0
C 1.691996 -4.370714 2.100359 0.0 0.0 0.0
O 2.516254 2.446817 0.183993 0.0 -0.1 0.1
C 4.190058 -4.333170 -0.673318 0.0 0.0 0.1
N -1.878766 0.229936 -0.143654 0.3 -0.1 -0.3
C -0.840742 2.449952 1.953041 0.0 0.0 0.0
C 1.716375 2.756454 -3.972723 0.0 0.0 0.0
H -4.158643 2.965106 1.468440 0.0 0.0 0.0
H 0.241836 2.977737 3.714628 0.0 0.0 0.0
H 2.468450 2.762211 -4.759628 0.0 0.0 0.0
C -1.703214 4.062183 5.284673 0.0 0.0 0.0
C 2.001416 1.484982 -1.900809 0.1 0.0 0.0
H 2.711105 0.710434 -2.193234 0.0 0.0 0.0
C -2.085643 2.454050 1.338315 0.0 0.0 0.0
C 3.406789 -2.713132 -2.279703 0.0 0.0 0.1
H -3.940559 3.885653 3.761376 0.0 0.0 0.0
I 3.672767 -1.753633 -4.102895 0.0 0.0 0.0
C 2.164025 -3.079107 -0.264224 0.0 -0.1 -0.1
H -2.373217 3.553958 5.980667 0.0 0.0 0.0
C -3.204406 2.964179 1.978516 0.0 0.0 0.0
H 0.027515 2.044647 1.444630 0.0 0.0 0.0
C 3.080215 -4.061001 0.162687 0.0 0.0 0.0
O -1.176506 2.385830 -1.072604 -0.1 -0.1 0.0
O -3.591373 1.985057 -0.737445 0.0 0.0 0.0
S -2.239724 1.783175 -0.284039 -0.1 0.2 0.0
Pt -0.037303 -1.062051 -0.291078 -0.3 0.2 0.3
H -0.031576 1.501555 -4.516318 0.0 0.0 0.0
N -2.120967 -1.972156 -0.194365 0.1 -0.1 0.0
C -4.806950 -1.998737 0.277918 -0.1 0.1 0.0
C 2.295016 -2.388018 -1.517562 0.0 0.1 -0.1
H 5.196793 -3.892236 -2.482898 0.0 0.0 0.0
C -2.774419 -0.801524 -0.045873 -0.1 -0.1 -0.1
C -1.834620 3.491016 3.899637 0.0 0.0 0.0
C -4.118938 -3.200258 0.129299 0.1 -0.1 0.0
C -3.071067 3.479941 3.257048 0.0 0.0 0.0
H -0.685574 3.961561 5.658888 0.0 0.0 0.0
H 1.510728 0.626460 -4.426128 0.0 0.0 0.0
C 2.335736 2.820352 -2.557988 0.0 0.0 0.0
N 1.074070 -2.752159 0.476747 0.1 0.0 0.0
O 1.394492 -1.526384 -1.876431 -0.1 -0.1 -0.1
C 4.343162 -3.672190 -1.856160 0.0 0.0 -0.1
H -0.054641 -3.072545 2.145508 0.0 0.0 0.0
H -4.622664 -4.153796 0.192465 0.0 0.0 0.0
H 1.057354 3.605838 -4.147301 0.0 0.0 0.0
C -4.154864 -0.786443 0.191625 0.0 0.0 0.0
H -1.964009 5.122053 5.296133 0.0 0.0 0.0
C 2.811105 -4.703545 1.390250 0.0 0.0 0.0
H -0.059361 1.653565 -2.139347 -0.1 0.1 0.0
H 3.496888 -5.458620 1.749483 0.0 0.0 0.0
H 1.904950 3.624878 -1.964694 0.0 0.0 0.0
C 1.937081 1.522246 -0.362708 -0.2 0.1 -0.1
H -5.873431 -2.009096 0.465121 0.0 0.0 0.0
H -4.679858 0.151155 0.287166 0.0 0.0 0.0
H 0.477727 0.123924 -2.448093 0.4 -0.1 0.0